Below is the ion C6H12NO2 with charge +1 in a non-equilibrium geometry, with properties calculated with ωB97M-V with the def2-TZVPD basis set.

Summary:
* charge: +1
* SMILES string: C[N+]1=C(O)OCC1(C)C
* spin multiplicity: 1
* HOMO energy: -14.7 eV
* calculated total energy: -11994.314 eV
* HOMO-LUMO gap: 11.747 eV
* ΔE to the lowest compared entry with this formula, charge and spin: 0.0 kcal/mol

Last columns: bonded neighbours and bond lengths (Å).
Cartesian coordinates (Å):
1 C -0.53 1.52 1.38  N2 1.472, H10 1.104, H11 1.118, H12 1.227
2 N 0.14 1.00 0.17  C1 1.472, C3 1.302, C7 1.452
3 C 0.77 1.79 -0.65  N2 1.302, O4 1.286, O5 1.312
4 O 0.79 3.08 -0.65  C3 1.286, H13 0.962
5 O 1.40 1.20 -1.63  C3 1.312, C6 1.479
6 C 1.37 -0.25 -1.35  O5 1.479, C7 1.540, H14 1.083, H15 1.172
7 C 0.26 -0.37 -0.28  N2 1.452, C6 1.540, C8 1.558, C9 1.574
8 C -1.10 -0.74 -0.94  C7 1.558, H16 1.164, H17 1.124, H18 1.153
9 C 0.55 -1.42 0.86  C7 1.574, H19 1.154, H20 1.117, H21 1.112
10 H -1.28 0.73 1.54  C1 1.104
11 H -0.93 2.52 1.07  C1 1.118
12 H 0.16 1.71 2.37  C1 1.227
13 H 1.11 3.57 -1.42  O4 0.962
14 H 2.35 -0.62 -1.08  C6 1.083
15 H 1.24 -0.84 -2.36  C6 1.172
16 H -2.02 -0.75 -0.23  C8 1.164
17 H -1.19 -1.78 -1.35  C8 1.124
18 H -1.42 -0.11 -1.86  C8 1.153
19 H 1.16 -1.08 1.78  C9 1.154
20 H 1.25 -2.17 0.43  C9 1.117
21 H -0.42 -1.77 1.27  C9 1.112